Density functional theory data (ωB97M-V with the def2-TZVPD basis set) for a 15-piece molecular cluster, C22H73N2O15 overall at a distorted geometry.

Calculated values
Energy above the lowest of the compared OMol25 structures with the same formula, charge and spin: 5.9 kcal/mol
Net charge: -1
LUMO: 2.31 eV
HOMO level: -6.02 eV
E: -57686.3911 eV
Orbital gap: 0.3064 Eh

Last column: Löwdin charge in e.
Positions of all 112 atoms, in Å:
C (-3.141, -7.498, 0.298)  -0.045
C (-2.675, -6.182, -0.362)  -0.359
O (-2.772, -5.083, 0.508)  -0.289
H (-3.508, -8.282, -0.302)  0.042
H (-3.888, -7.408, 1.044)  0.049
H (-2.285, -7.971, 0.777)  0.050
H (-3.141, -6.091, -1.370)  0.084
H (-1.615, -6.302, -0.540)  0.058
C (1.763, -5.336, 1.889)  -0.049
C (0.210, -5.284, 2.064)  -0.302
O (-0.282, -6.384, 1.383)  -0.114
H (2.281, -4.557, 2.445)  0.066
H (2.118, -5.310, 0.825)  0.079
H (2.025, -6.299, 2.304)  0.043
H (-0.302, -4.324, 1.810)  0.109
H (-0.089, -5.337, 3.074)  0.087
H (-1.127, -6.133, 0.971)  0.039
C (1.975, -8.582, 0.568)  -0.095
C (0.746, -9.364, 0.270)  -0.302
O (0.713, -10.521, 1.113)  -0.114
H (2.198, -8.474, 1.641)  0.080
H (1.875, -7.635, 0.046)  0.072
H (2.834, -9.056, 0.144)  0.064
H (0.703, -9.669, -0.815)  0.134
H (-0.123, -8.687, 0.458)  0.099
H (1.546, -11.016, 0.976)  0.111
C (-1.776, -0.905, 2.043)  -0.087
C (-2.563, -2.236, 2.026)  -0.325
O (-2.788, -2.598, 0.685)  -0.139
H (-0.732, -1.068, 1.651)  0.079
H (-1.512, -0.569, 3.018)  0.043
H (-2.241, -0.111, 1.485)  0.056
H (-3.447, -2.212, 2.651)  0.098
H (-1.893, -3.090, 2.367)  0.103
H (-2.765, -3.578, 0.630)  -0.021
C (-3.835, -7.028, 4.487)  -0.091
C (-2.725, -6.100, 4.063)  -0.306
O (-3.274, -4.813, 3.781)  -0.092
H (-4.480, -7.301, 3.699)  0.042
H (-4.441, -6.681, 5.294)  0.066
H (-3.454, -7.971, 4.956)  0.071
H (-2.249, -6.512, 3.201)  0.075
H (-2.000, -6.064, 4.893)  0.122
H (-3.815, -4.900, 2.952)  0.064
C (-4.554, -4.449, -3.349)  -0.057
C (-3.832, -3.252, -2.735)  -0.312
O (-4.430, -2.124, -3.284)  -0.074
H (-4.316, -4.591, -4.366)  0.055
H (-5.609, -4.246, -3.265)  0.075
H (-4.279, -5.419, -2.882)  0.040
H (-2.745, -3.225, -3.018)  0.124
H (-4.046, -3.105, -1.741)  0.075
H (-4.249, -1.459, -2.631)  0.076
C (-7.184, -3.975, 1.836)  -0.065
C (-5.949, -4.096, 0.981)  -0.288
O (-5.151, -5.145, 1.506)  -0.140
H (-7.689, -4.941, 1.909)  0.074
H (-7.855, -3.290, 1.349)  0.065
H (-6.944, -3.606, 2.816)  0.071
H (-5.379, -3.184, 0.843)  0.107
H (-6.158, -4.434, -0.029)  0.109
H (-4.289, -5.051, 1.062)  0.013
C (-2.793, -11.039, -0.068)  -0.590
O (-2.352, -10.637, -1.330)  -0.123
N (-2.015, -11.227, 0.915)  0.193
N (-4.022, -11.535, 0.175)  0.156
H (-1.039, -11.025, 0.840)  0.064
H (-2.427, -11.676, 1.725)  0.120
H (-4.644, -11.198, -0.566)  0.053
H (-4.523, -11.504, 1.099)  0.079
C (0.048, -4.011, -1.222)  -0.135
O (-0.725, -4.406, -2.318)  -0.108
H (-0.501, -3.443, -0.463)  0.092
H (0.871, -3.558, -1.636)  0.064
H (0.489, -4.817, -0.656)  0.055
H (-1.565, -4.629, -1.894)  0.046
C (-0.979, -7.812, -2.779)  -0.142
O (0.081, -6.956, -2.433)  -0.106
H (-0.950, -8.403, -3.688)  0.078
H (-1.800, -7.148, -2.871)  0.050
H (-1.141, -8.500, -1.942)  0.058
H (-0.199, -6.185, -2.016)  -0.031
C (-0.767, -8.964, 3.368)  -0.188
O (0.396, -8.238, 3.453)  -0.116
H (-0.687, -10.008, 3.576)  0.068
H (-1.167, -8.798, 2.396)  0.040
H (-1.432, -8.499, 4.132)  0.073
H (0.473, -7.713, 2.626)  0.032
C (-5.123, -11.660, -2.655)  -0.172
O (-5.173, -10.372, -2.088)  -0.153
H (-5.557, -11.669, -3.688)  0.088
H (-5.683, -12.404, -2.079)  0.080
H (-4.125, -12.034, -2.649)  0.063
H (-4.463, -9.903, -2.499)  0.011
C (-4.342, -8.080, -4.160)  -0.143
O (-3.608, -9.278, -3.987)  -0.136
H (-4.506, -7.533, -3.207)  0.073
H (-5.294, -8.242, -4.673)  0.089
H (-3.699, -7.421, -4.722)  0.072
H (-3.362, -9.545, -4.895)  0.113
C (-4.699, -9.921, 2.785)  -0.141
O (-5.018, -11.289, 2.809)  -0.127
H (-5.493, -9.282, 2.415)  0.087
H (-3.778, -9.787, 2.320)  0.043
H (-4.639, -9.646, 3.824)  0.070
H (-4.292, -11.713, 3.279)  0.089
C (-6.333, -7.744, -0.260)  -0.142
O (-6.629, -7.349, 1.088)  -0.134
H (-5.811, -8.688, -0.169)  0.045
H (-5.645, -7.053, -0.789)  0.081
H (-7.198, -7.945, -0.863)  0.069
H (-6.069, -6.602, 1.269)  -0.011

Force components x, y, z for each atom (eV/Å):
C 1.332 0.050 0.330
C -0.450 -0.016 0.553
O -0.340 -1.016 -0.435
H -0.352 -0.704 -1.569
H -0.744 0.751 0.869
H 0.148 0.077 0.300
H -0.115 0.329 0.473
H 0.409 -0.459 -0.875
C -0.906 0.396 -0.284
C 1.185 1.814 -0.676
O -0.612 -0.741 -0.860
H -0.045 0.071 0.094
H -0.623 0.028 0.875
H 0.496 -0.194 0.088
H 0.647 -0.603 -0.762
H 0.214 -0.437 1.706
H -0.069 0.173 0.521
C 0.490 0.639 -0.165
C -0.396 0.168 -0.728
O 0.148 -0.594 -0.097
H -0.477 0.145 -0.362
H 0.151 0.320 0.267
H 0.785 -0.524 -0.398
H -0.048 0.348 1.005
H 0.330 -1.045 0.072
H -0.719 0.473 0.052
C 1.371 -1.348 -0.431
C 2.510 -0.806 -0.436
O -0.809 1.411 -0.278
H -1.091 -0.024 -0.316
H -0.466 0.366 1.187
H -0.323 0.233 -0.246
H -0.412 0.064 0.071
H -0.794 1.289 0.636
H 0.032 -0.475 -0.472
C 0.922 -1.585 1.368
C -1.063 0.288 0.851
O 0.092 -0.209 -0.513
H -0.753 -0.209 -1.113
H -0.460 1.025 0.464
H 0.118 0.421 -0.711
H 0.587 -0.198 -0.719
H -0.088 0.551 -0.404
H 0.508 0.060 0.928
C 0.615 -0.541 1.563
C 1.010 -1.204 -2.613
O -0.751 1.560 -1.346
H 0.329 0.225 -1.400
H -0.492 -0.245 0.113
H -0.344 0.740 0.080
H -0.786 -0.362 0.734
H 0.392 -0.927 2.838
H -0.107 0.890 0.030
C -0.001 -0.148 -0.700
C -0.089 -0.876 -0.282
O -0.460 0.376 1.016
H 0.128 0.053 0.061
H -0.498 0.440 -0.070
H 0.127 0.120 0.490
H 0.174 0.352 0.467
H -0.748 0.230 -0.461
H 1.592 -0.440 -0.571
C -0.042 0.595 -7.716
O -2.136 -1.496 5.976
N 2.481 -0.093 3.273
N -2.759 0.744 -0.998
H 0.713 -0.006 0.356
H 0.711 0.210 -0.201
H 0.068 -0.154 0.348
H 1.255 -0.106 -0.963
C -0.509 -0.435 1.422
O -1.208 -0.243 0.369
H 0.036 0.441 -0.473
H 1.887 1.838 -0.661
H -0.091 -0.988 0.143
H -0.325 -0.017 -0.486
C -0.420 0.227 1.677
O 2.845 -2.967 -1.730
H 0.976 0.208 -0.318
H -1.543 0.161 -0.220
H -0.405 -0.176 -0.314
H -1.141 1.902 0.569
C -1.538 1.397 1.166
O 2.268 0.760 -0.478
H 0.499 -0.848 0.074
H -0.914 -0.285 -0.726
H -0.214 -0.700 -0.537
H -0.251 -0.402 0.744
C -1.067 -0.379 -1.030
O -1.675 -0.788 0.573
H 0.426 0.001 0.601
H -0.280 0.489 0.194
H 1.002 -0.162 -0.311
H 1.178 0.513 -0.341
C 0.169 0.843 0.295
O 0.069 -0.299 -0.746
H 0.007 -0.911 -0.306
H 0.006 0.058 0.114
H -0.092 0.621 -0.528
H -0.052 -0.097 0.944
C -1.222 0.605 2.049
O -0.522 -1.312 -0.385
H -0.174 -0.339 -0.728
H 1.574 0.792 -1.050
H 0.447 0.597 0.451
H -0.264 -0.145 0.073
C 1.062 -0.285 0.813
O -0.964 -0.802 -1.063
H 0.253 -0.341 -0.396
H -0.489 -0.085 0.341
H -0.737 0.274 -0.107
H 0.692 1.038 0.441